Density functional theory data (the ωB97M-V functional and the def2-TZVPD basis) for one molecule with the formula C5H10O2.

LUMO energy = 1.0 eV
HOMO level = -9.2 eV
frontier orbital gap = 10.247 eV
spin multiplicity = 1
SMILES string = COC[C@H]1C[C@H]1O

Last column: Löwdin charge in e.
Geometry (Å):
C  1.933  0.384  0.622  -0.083
O  1.332  -0.822  0.133  -0.220
C  0.565  -0.660  -1.064  -0.164
C  -0.710  0.150  -0.861  -0.198
C  -1.974  -0.414  -0.239  -0.058
C  -1.149  0.551  0.533  -0.342
O  -0.483  0.068  1.653  -0.040
H  2.915  0.497  0.162  0.091
H  2.030  0.298  1.710  0.100
H  1.322  1.275  0.436  0.099
H  1.198  -0.175  -1.819  0.123
H  0.343  -1.672  -1.427  0.130
H  -0.893  0.878  -1.649  0.133
H  -2.937  -0.103  -0.629  0.101
H  -1.936  -1.431  0.146  0.119
H  -1.481  1.575  0.677  0.146
H  0.118  -0.625  1.313  0.062

Density functional theory data (the ωB97M-V functional and the def2-TZVPD basis) for C42H26N3O4ReS2 as an isolated structure.

<S²> = 3.86
LUMO energy (spin up / spin down) = -4.2 / -4.2 eV
net charge = +1
HOMO level (spin up / spin down) = -8.2 / -9.8 eV
frontier orbital gap (spin up / spin down) = 4.012 / 5.564 eV
spin multiplicity = 4

Last column: Löwdin charge in e.
Geometry (Å):
Re  14.199  12.247  10.642  1.634
O  13.454  16.471  10.237  0.136
C  13.580  15.178  10.550  -0.450
O  13.375  14.222  9.759  -0.060
C  13.664  14.855  11.973  -0.182
C  13.675  15.725  13.058  0.048
C  13.403  15.101  14.317  -0.059
C  13.137  13.782  14.475  0.011
C  13.232  12.962  13.320  -0.160
N  13.597  13.480  12.140  -0.088
C  12.644  11.592  13.037  -0.467
O  12.254  10.790  13.872  0.099
O  12.705  11.344  11.684  -0.247
H  13.300  16.509  9.260  0.154
H  13.792  16.794  12.939  0.124
H  13.411  15.765  15.141  0.098
H  12.788  13.304  15.410  0.141
S  19.351  15.042  9.982  1.027
C  20.197  16.371  9.225  -0.375
C  19.897  16.505  7.889  -0.162
C  18.973  15.545  7.459  -0.132
C  18.510  14.748  8.458  -0.475
C  17.371  13.832  8.211  -0.163
C  16.587  13.445  9.310  -0.040
N  15.456  12.705  9.148  -0.098
C  15.047  12.404  7.844  -0.116
C  15.789  12.748  6.655  -0.122
C  15.295  12.288  5.423  0.004
C  14.104  11.560  5.292  0.043
C  13.362  11.272  6.510  -0.103
C  12.176  10.558  6.527  0.056
C  11.503  10.333  7.698  -0.187
C  12.062  10.734  8.933  -0.007
N  13.206  11.428  8.958  -0.012
C  13.899  11.639  7.788  -0.140
C  10.229  9.675  7.633  -0.465
C  9.590  9.169  6.517  -0.112
C  8.401  8.560  6.837  -0.182
C  8.076  8.646  8.164  -0.375
S  9.314  9.391  9.107  1.088
C  16.953  13.475  6.913  0.071
H  20.884  16.998  9.830  0.086
H  20.334  17.271  7.285  0.106
H  18.615  15.483  6.435  0.116
H  16.892  13.818  10.305  0.119
H  15.927  12.531  4.542  0.136
H  13.773  11.130  4.378  0.111
H  11.765  10.195  5.578  0.132
H  11.673  10.446  9.859  0.079
H  10.015  9.198  5.505  0.121
H  7.784  8.092  6.079  0.116
H  7.110  8.468  8.578  0.067
H  17.624  13.804  6.165  0.107
C  15.539  11.321  11.524  -0.172
C  16.316  10.486  12.130  -0.018
C  17.191  9.614  12.701  -0.108
C  16.751  8.365  13.339  -0.150
C  17.456  7.101  13.241  -0.033
C  16.852  5.940  13.694  -0.082
C  15.565  5.912  14.271  -0.057
C  14.887  7.134  14.384  -0.067
C  15.458  8.287  13.885  -0.025
C  18.648  9.791  12.546  -0.190
C  19.584  9.144  13.355  -0.036
C  20.920  9.544  13.333  -0.072
C  21.399  10.360  12.323  -0.072
C  20.474  10.953  11.396  -0.038
C  19.103  10.584  11.517  -0.036
H  18.457  7.046  12.801  0.111
H  17.410  4.970  13.547  0.124
H  15.104  4.950  14.531  0.112
H  13.909  7.106  14.830  0.106
H  14.882  9.218  13.978  0.116
H  19.284  8.384  14.031  0.093
H  21.520  9.254  14.242  0.131
H  22.440  10.659  12.314  0.101
H  20.783  11.663  10.576  0.111
H  18.386  10.961  10.793  0.099

The evaluated energy for the records listed, in turn: -346.918715; -2955.686052 Eh.
The evaluated relative energy (zero: lowest compared OMol25 entry of this formula, charge and spin) for the records listed, in turn: 280.2; 0.0 kJ/mol.